{"formula": "C28H48O24", "method": "ωB97M-V/def2-TZVPD", "symbols": ["O", "H", "O", "O", "C", "H", "O", "C", "C", "O", "H", "H", "H", "O", "H", "O", "C", "C", "C", "H", "C", "H", "H", "H", "H", "C", "H", "C", "O", "O", "H", "H", "H", "C", "H", "C", "H", "H", "H", "H", "C", "H", "O", "C", "C", "C", "O", "C", "O", "H", "H", "H", "C", "H", "O", "O", "H", "H", "C", "H", "C", "O", "H", "H", "C", "H", "O", "H", "H", "C", "O", "H", "H", "C", "C", "H", "C", "H", "H", "H", "O", "H", "C", "H", "H", "H", "H", "C", "O", "H", "H", "H", "O", "O", "O", "C", "O", "H", "C", "O"], "xyz": [[1.06, 5.35, -5.04], [-0.13, -0.94, -1.29], [-4.93, -1.07, -0.79], [0.27, 2.67, 0.66], [2.59, 5.48, -2.02], [-1.69, -1.30, 0.83], [2.85, 0.75, -4.20], [-7.11, -2.71, -0.59], [1.65, -1.47, -6.10], [0.76, -3.32, 1.38], [1.97, 1.55, -2.60], [4.02, -2.81, -1.02], [2.34, 3.34, -1.58], [3.44, 2.60, 1.38], [1.26, -0.92, 1.37], [-4.56, -1.95, -2.84], [-0.82, 1.48, 4.58], [0.61, -0.46, -0.65], [3.84, 1.23, 1.31], [2.47, 6.02, 1.99], [1.80, 4.20, -1.97], [2.19, -2.34, -6.45], [-0.63, -2.66, 0.50], [-0.81, -2.08, 2.16], [3.48, 2.33, -3.01], [-6.45, -3.49, 0.52], [-7.12, -4.20, 1.00], [-3.44, -1.11, -3.02], [-3.28, -3.31, 4.23], [-1.64, -2.00, 5.03], [1.47, -2.98, -2.52], [-5.56, -4.08, 0.27], [0.52, -1.96, 2.87], [3.00, 1.35, -2.93], [-3.64, -0.13, -3.46], [-1.35, 2.18, 6.65], [2.33, 6.13, -1.18], [3.10, 0.61, 1.82], [-4.61, -1.50, 2.34], [-7.99, -3.26, -0.93], [2.26, -0.13, -6.53], [2.98, 4.76, 3.03], [-1.73, 2.90, 7.51], [3.01, -2.42, -1.07], [-5.26, -1.78, -1.71], [1.82, -2.66, 0.97], [-0.35, 1.25, 6.76], [-4.60, -3.16, 3.78], [3.63, -0.07, -6.11], [-6.14, -2.81, 1.31], [-0.91, -0.47, 5.62], [3.88, 0.99, 0.25], [-0.33, 0.45, 5.56], [-0.78, -3.22, 2.79], [5.05, 0.67, -4.55], [2.15, -3.17, -0.22], [2.29, -0.04, -7.62], [-2.74, -1.69, -3.61], [0.28, -3.01, 2.68], [0.96, 4.22, -1.28], [1.58, 5.12, -4.00], [3.65, 4.71, 1.03], [0.78, -3.54, 3.49], [4.74, 1.01, 1.88], [-0.75, -1.77, 1.12], [-0.05, 2.15, 4.21], [1.47, 3.94, -3.34], [-5.35, -3.39, 4.53], [-4.79, -3.77, 2.90], [3.93, 0.44, -4.93], [2.29, 6.03, -3.30], [1.63, -0.81, -0.77], [3.65, 5.25, -1.89], [-2.71, -2.16, 4.54], [2.47, -2.55, -2.52], [-5.52, -1.16, 3.81], [2.65, 4.94, 2.01], [1.68, 0.72, -6.17], [3.47, 0.77, -2.14], [-7.41, -1.71, -0.26], [2.35, -1.74, 1.52], [3.07, -3.22, -3.14], [-4.63, -1.66, 3.42], [2.53, -1.63, -3.11], [0.65, -1.61, -6.51], [1.76, 4.36, 1.76], [-1.32, 1.04, 3.71], [4.23, 3.52, 0.86], [-3.44, -1.13, 4.01], [0.72, 0.28, 5.35], [-2.86, -0.86, -2.13], [2.98, -1.35, -0.87], [0.61, 0.96, -0.75], [5.27, 3.39, 0.29], [-0.21, 0.55, 1.27], [0.32, -0.71, 0.84], [-1.71, 2.29, 5.34], [1.61, -1.41, -5.01], [0.23, 1.50, 0.44], [-6.27, -2.63, -1.75]], "mulliken_charge": [-0.553, 0.162, -0.580, -0.586, -0.251, 0.835, -0.402, -0.312, -0.663, -0.379, 0.062, 0.502, -0.521, -0.136, -0.220, -0.362, 0.159, 2.610, -0.290, 0.276, 0.639, 0.283, 0.696, -0.451, 0.543, -0.803, 0.469, -0.419, -0.401, -0.627, 0.410, 0.413, 0.410, -0.864, 0.338, 0.562, 0.283, -0.080, 0.037, 0.279, -0.210, 0.327, -0.530, 0.182, 0.795, 0.511, -0.410, -0.190, -0.335, -0.076, 0.187, 0.046, 0.090, 0.310, -0.594, -0.351, 0.346, 0.290, -0.783, 0.200, 0.545, -0.369, 0.484, 0.489, -2.222, 0.177, -0.284, 0.272, 0.240, 0.705, -0.350, -2.401, 0.266, 0.749, -0.448, 0.321, -0.470, 0.257, 0.455, 0.320, -0.510, 0.478, -0.166, -0.474, 0.370, 0.124, 0.017, 0.741, -0.277, 0.306, 0.040, -0.069, -0.348, -0.573, -0.246, 1.495, -0.419, -0.031, 0.333, -0.400], "gap_ev": 10.4279, "total_charge": 0, "e_above_lowest_ev": 5.624, "smiles": "C[C@H]1COC(=O)O1.CCOC(=O)OC.CCOC(=O)OC.CCOC(=O)OC.COC(=O)OC.O=C1OCCO1.O=C1OCCO1.O=C1OCCO1"}

---

{"formula": "C28H49BaBrNO3P3", "method": "ωB97M-V/def2-TZVPD", "symbols": ["H", "H", "H", "H", "C", "H", "P", "H", "C", "C", "H", "H", "H", "C", "H", "C", "O", "H", "C", "C", "C", "H", "C", "C", "H", "Ba", "O", "H", "H", "C", "H", "H", "H", "H", "C", "H", "C", "H", "H", "H", "N", "C", "H", "H", "H", "H", "H", "H", "H", "H", "H", "H", "C", "O", "C", "H", "Br", "H", "H", "C", "H", "H", "C", "C", "H", "H", "H", "H", "H", "H", "C", "C", "P", "C", "C", "H", "C", "H", "C", "C", "C", "P", "H", "H", "H", "C"], "xyz": [[1.39, -3.63, 0.26], [3.82, -1.07, -0.65], [-4.74, 1.34, -0.05], [3.04, 0.53, 1.08], [3.16, -1.03, -3.27], [-2.53, -3.91, 2.06], [-2.86, 0.75, -3.25], [-1.99, -1.24, -5.54], [-1.94, -3.51, 1.24], [1.91, 1.77, -0.30], [6.78, -5.56, -2.11], [-1.79, -1.25, -2.44], [2.77, -3.01, -2.38], [7.21, -2.55, -3.32], [3.06, -0.74, -4.33], [-4.63, 1.17, -1.12], [-2.02, -0.86, 2.56], [-5.03, 2.04, -1.65], [0.73, 2.49, 2.39], [3.34, 3.55, 1.60], [0.90, 4.51, 0.21], [-3.54, -0.54, 3.86], [3.49, -2.34, -2.89], [4.01, 2.62, 2.62], [-3.28, -1.91, -4.53], [0.71, -2.00, -3.42], [-0.73, -2.92, 1.76], [0.86, 4.11, 3.84], [0.15, -4.83, -0.23], [-1.61, 2.09, -3.46], [3.19, 4.54, 2.05], [4.00, 3.71, 0.73], [-2.79, 0.02, -0.92], [-3.05, 3.43, -4.41], [5.15, -4.15, -2.46], [-0.53, 3.02, 4.05], [-3.16, 0.92, -1.44], [4.61, 1.84, 2.12], [-1.50, 4.18, -4.00], [4.70, 3.21, 3.24], [7.49, -3.78, -2.87], [3.22, -0.19, -0.93], [-0.08, 1.88, 1.95], [-1.01, 1.84, -4.34], [1.99, 1.38, -3.71], [4.39, -4.84, -2.09], [-0.56, 4.22, 2.75], [-2.38, -1.83, 4.40], [2.49, 4.93, -1.28], [8.05, -1.94, -3.65], [1.21, 6.14, -1.18], [-0.96, 2.09, -2.57], [1.82, 5.45, -0.59], [0.38, -3.20, -1.49], [2.84, -0.01, -2.29], [2.43, 6.04, 0.10], [-0.22, 0.16, 0.45], [-3.60, -2.14, 3.10], [1.34, 1.78, 2.96], [-2.26, 3.46, -3.66], [1.34, 3.05, -1.96], [-0.87, -0.20, -3.63], [-2.92, -1.39, 3.54], [6.49, -4.56, -2.45], [5.75, -1.03, -3.72], [-1.70, -2.66, -4.49], [-2.55, 1.76, -1.09], [0.43, 5.08, 1.03], [-2.68, 3.86, -2.73], [0.06, 4.15, -0.41], [-1.83, -0.72, -3.41], [2.15, 1.18, -2.64], [-0.53, -1.43, 2.31], [2.77, 0.68, 0.03], [1.75, 2.08, -1.67], [3.29, 2.14, 3.28], [0.92, -4.14, -0.60], [1.71, -4.72, -1.11], [4.84, -2.86, -2.95], [-2.21, -1.67, -4.55], [5.91, -2.05, -3.39], [1.70, 3.08, 0.97], [-2.52, -2.80, 0.65], [-1.59, -4.33, 0.60], [-5.25, 0.30, -1.38], [0.09, 3.53, 3.31]], "mulliken_charge": [0.280, 0.484, 0.391, 0.682, -2.417, 0.312, -0.296, 0.375, -0.462, 0.316, 0.385, 0.571, -0.335, -0.398, 0.425, -1.528, -0.137, 0.378, -0.032, -0.763, -0.687, 0.241, 1.050, -1.232, 0.406, 1.982, -0.211, 0.374, 0.165, 0.303, 0.554, 0.457, -0.333, 0.434, -0.495, 0.416, 0.876, 0.342, 0.406, 0.381, -0.524, -1.038, -0.180, 0.477, 0.481, 0.352, 0.342, 0.380, 0.307, 0.381, 0.411, -0.447, -1.352, -0.616, 1.763, 0.403, 0.032, 0.307, 0.588, -1.470, 0.301, -0.442, -0.775, -0.373, 0.399, 0.408, -0.057, 0.458, 0.303, 0.332, 0.263, -0.280, 0.089, -1.143, -0.929, 0.352, -0.775, 0.136, 0.623, -1.396, -0.439, 1.565, 0.230, 0.152, 0.368, -1.629], "gap_ev": 5.5466, "total_charge": 2, "e_above_lowest_ev": 1.539}